(1)
58
Properties=species:S:1:pos:R:3 method="wB97M-V/def2-TZVPD" homo_lumo_gap_ev="5.09 / 4.80" homo_ev="-7.10 / -6.60" relative_energy_ev=6.706 multiplicity=6 lumo_energy_ev="-2.00 / -1.80"
Mn 0.6828 1.3297 0.1765
O 2.1301 -4.4498 -1.9633
O 1.9121 4.1115 -0.3982
O 3.7855 2.0857 -0.9725
O -2.8926 -1.0206 1.1893
O -0.9801 1.5719 -2.7276
N 1.1878 -2.1183 -0.4411
N -2.3928 1.8875 1.3868
C 2.1877 -3.0005 0.0469
C 3.3268 4.4563 -0.5533
C -3.8593 -0.0678 1.7500
C 2.8895 -5.2951 -2.8422
C -3.2558 1.2121 2.3731
C -2.0313 2.0577 -3.5768
C 1.5840 -3.9660 1.0944
C 4.3430 3.1744 -0.2571
C -4.3364 2.0900 3.0004
C 2.9211 -3.8589 -0.9871
C -3.4169 1.8116 -3.0011
C -3.5662 -2.1181 0.6670
B 1.7261 1.3819 3.0884
H 1.1298 -2.3145 -1.4302
H 4.4860 1.8263 -1.5756
H -2.3833 2.8703 1.6195
H -4.4399 0.2759 0.8939
H 2.6076 1.2058 2.4916
H -4.2270 -1.8688 -0.1632
H -2.8667 1.7440 0.5064
H 5.3592 3.3958 -0.5834
H 3.4502 5.3282 0.0891
H -2.7629 -2.7488 0.2864
H -4.8518 1.4113 3.6799
H 3.7414 -4.7229 -3.2097
H -3.4608 1.9846 -1.9258
H 3.5678 -4.5904 -0.5027
H 3.0116 -2.4313 0.4773
H -4.9788 2.5950 2.2790
H 4.3931 2.9253 0.8029
H -3.7111 2.8361 3.4908
H -1.9804 1.4703 -4.4936
H -4.5288 -0.5759 2.4439
H 2.3943 -4.4636 1.6272
H 0.9081 -3.4756 1.7950
H 1.0553 0.5854 2.8058
H 1.4325 4.8039 -0.8587
H 1.1000 -4.8207 0.6219
H 1.3477 2.3591 2.8310
H 3.0033 -6.3427 -2.5633
H 0.3553 -2.5186 -0.0327
H 3.4562 4.5616 -1.6304
H -3.6881 0.7573 -3.0551
H -4.1407 2.4064 -3.5583
H 2.2609 -5.2827 -3.7326
H -2.5353 0.8891 3.1245
H -1.8197 3.1269 -3.5746
H 3.5877 -3.1683 -1.5036
H -4.2379 -2.6384 1.3498
H 2.0202 1.3297 4.1252

---

(2)
62
Properties=species:S:1:pos:R:3 method="wB97M-V/def2-TZVPD" homo_lumo_gap_ev=9.36 homo_ev=-6.56 relative_energy_ev=0.578 lumo_energy_ev=2.80 charge=-1
Cl 12.9504 24.3214 -4.3860
O 7.7958 20.9072 -3.4404
O 13.4711 24.4764 -5.7033
O 16.3654 25.1690 -1.9414
O 11.7110 23.5386 -4.4260
O 13.9127 23.6664 -3.5337
O 13.5491 20.7654 -3.7510
O 12.6258 25.6232 -3.8248
O 9.0459 24.8861 -7.7100
O 16.5915 20.2184 -0.4109
N 14.6560 23.3486 -0.3121
N 11.5116 27.2683 -6.2506
N 9.9620 22.8951 -1.2394
C 16.3145 18.8716 -0.7592
C 15.4865 21.0908 -0.6103
C 6.7400 21.1893 -4.3138
C 10.2008 26.7877 -6.7362
C 9.1679 21.7107 -1.6763
C 15.7080 22.4251 0.0894
C 10.3313 25.3997 -7.3490
C 15.6348 22.3016 1.6309
C 8.4940 22.0767 -2.9850
C 8.4689 24.1954 -6.6391
C 9.6730 27.8178 -7.7331
C 8.1878 21.4286 -0.5480
H 9.5805 28.8079 -7.2674
H 9.3031 23.5773 -0.8778
H 15.3051 21.1386 -1.6908
H 14.5984 22.2197 1.9553
H 16.0543 23.2258 2.0297
H 10.8637 25.4982 -8.2950
H 7.5676 20.5780 -0.8458
H 16.2291 21.4620 1.9895
H 14.5809 20.6355 -0.1736
H 11.7574 26.6748 -5.4536
H 7.0389 21.8027 -5.1765
H 14.2767 23.1591 -1.2382
H 10.8345 24.7014 -6.6799
H 13.8359 23.3229 0.2798
H 6.3323 20.2881 -4.7650
H 11.3315 28.1697 -5.8163
H 7.6307 22.2751 -0.1548
H 17.2825 18.3712 -0.7021
H 9.2167 22.3197 -3.7677
H 9.0170 23.3092 -6.2927
H 8.7682 21.0211 0.2867
H 7.4247 23.9503 -6.8214
H 9.5538 26.7092 -5.8509
H 10.4402 23.3466 -2.0175
H 13.9445 20.5266 -4.5947
H 10.3015 27.9803 -8.6069
H 7.7962 22.9037 -2.8085
H 16.7111 22.7938 -0.1308
H 8.4726 24.8148 -5.7249
H 13.5240 21.7418 -3.7640
H 15.7102 25.2542 -2.6458
H 15.6825 18.4547 0.0393
H 15.8510 18.7899 -1.7461
H 8.6355 27.6231 -8.0229
H 15.8470 24.8783 -1.1714
H 5.9846 21.7714 -3.7756
H 9.9031 20.9156 -1.7925

---

(3)
57
Properties=species:S:1:pos:R:3 method="wB97M-V/def2-TZVPD" homo_lumo_gap_ev="6.92 / 9.47" homo_ev="-6.21 / -9.24" multiplicity=6 lumo_energy_ev="0.71 / 0.23"
Fe 0.7448 -12.4170 9.3793
O -1.6580 -14.3980 6.9272
O 5.4830 -12.6176 9.7824
O -0.6730 -14.1026 9.5495
O 2.4194 -15.0980 6.4048
O -0.1162 -12.1016 5.3855
O -1.1395 -11.3602 8.1900
O 1.1924 -12.8787 7.5489
C 1.2083 -16.4940 7.8901
C -2.7998 -14.3773 10.6302
C -2.2876 -16.7079 7.3309
C 5.6725 -13.0103 8.4415
C -1.3340 -14.8903 10.4382
C -2.3964 -10.7553 8.0549
C 2.6667 -16.0489 7.4413
C 0.4087 -12.7344 4.2302
C -3.4050 -11.5895 7.3138
C -1.9420 -15.6286 6.2545
C 4.8632 -12.1559 7.5502
C -0.0325 -11.9793 2.9060
H -3.0729 -13.4348 10.1557
H 3.8244 -12.1442 7.8799
H -2.7331 -14.0118 11.6549
H 5.5007 -14.0652 8.2274
H -3.6484 -12.4530 7.9328
H 0.0252 -13.7530 4.1718
H 1.3810 -13.2182 6.6524
H 1.1229 -16.8333 8.9224
H -1.1062 -16.0002 5.6616
H 3.1971 -16.9353 7.0933
H 4.6349 -12.9864 10.0401
H -0.9793 -14.3092 8.6635
H -0.6849 -11.2696 7.3493
H -2.2003 -9.8065 7.5554
H 0.3538 -10.9602 2.9206
H -3.0331 -12.0334 6.3904
H -2.7319 -15.5376 5.5089
H -0.8512 -14.8892 11.4155
H -1.3223 -15.9373 10.1351
H -1.5161 -16.8256 8.0919
H -2.8225 -10.6528 9.0529
H -2.3259 -17.6771 6.8336
H 0.7456 -17.3458 7.3917
H -1.2517 -13.8598 6.2439
H -3.2774 -16.4474 7.7057
H 0.3854 -15.8077 7.6906
H -4.3316 -11.0404 7.1464
H 3.3600 -15.5481 8.1171
H 1.4813 -12.8987 4.3339
H 6.7212 -13.0037 8.1441
H 5.2058 -11.1225 7.6041
H 0.3874 -12.4189 6.1387
H -3.5645 -15.1256 10.8389
H -1.1196 -12.0413 2.9549
H 4.9300 -12.4577 6.5050
H 0.1353 -12.4589 1.9416
H 1.8158 -14.4502 6.7758